(1)
ORCA calculation (ωB97M-V/def2-TZVPD) on a structure of composition C31H25Br4Cl2N5O5ReS.

Geometry as XYZ:
```
74
Properties=species:S:1:pos:R:3:mulliken_charge:R:1
Re -0.5839 0.6238 1.6871 2.11
N -1.8470 -1.5218 5.2908 -0.40
C -1.5113 -1.0769 4.0707 0.81
S -0.1013 -0.0528 3.9449 -0.51
N -2.2252 -1.4752 3.0575 -1.70
N -1.8452 -0.9896 1.8471 1.00
C -2.4225 -1.5460 0.8302 -0.44
C -2.0928 -1.0983 -0.4941 0.64
C -2.6848 -1.6515 -1.6272 -0.92
C -2.3171 -1.1781 -2.8719 -0.48
C -1.3775 -0.1620 -2.9493 -1.27
C -0.8392 0.3487 -1.7764 -0.40
N -1.1832 -0.1121 -0.5814 0.10
H -1.3563 -1.1806 6.0958 0.21
H -2.6977 -2.0458 5.3974 0.24
H -3.1357 -2.3398 1.0133 0.45
H -3.4249 -2.4329 -1.5162 0.53
H -2.7505 -1.5950 -3.7712 0.50
H -1.0536 0.2314 -3.9026 0.53
H -0.1121 1.1478 -1.7887 0.83
Br 0.1011 7.2795 3.8037 -0.18
C -0.5648 5.5371 3.5263 0.12
C -1.8112 5.1619 4.0432 0.49
Br -2.8264 6.3844 5.0512 -0.15
C -2.3112 3.8843 3.7987 -0.16
Br -3.9875 3.3169 4.4534 -0.13
C -1.5936 2.9722 3.0285 0.34
O -2.0229 1.7903 2.6835 -0.62
C -0.3005 3.3345 2.5615 -0.21
O 0.3341 2.4129 1.8859 -0.82
C 0.1865 4.6206 2.7976 0.03
Br 1.8700 5.0396 2.0622 -0.12
Cl 5.1434 -4.4468 0.3702 -0.22
C 3.9792 -5.1259 -0.7252 0.46
C 3.9705 -6.4918 -0.9269 -0.58
C 3.0556 -7.0447 -1.8072 -0.44
C 2.1252 -6.2346 -2.4318 -0.61
C 2.1242 -4.8695 -2.1979 0.88
Cl 0.8191 -3.9287 -2.8377 -0.13
C 3.0866 -4.2595 -1.3796 -0.88
N 3.1389 -2.8941 -1.1269 0.16
C 3.3654 -1.8682 -2.0614 0.31
C 3.5921 -2.1328 -3.4131 -0.38
C 3.8135 -1.1031 -4.3106 -0.77
C 3.8417 0.2104 -3.8680 -0.88
C 3.6750 0.4724 -2.5190 -0.35
C 3.4458 -0.5462 -1.6006 0.57
C 3.2356 -0.1816 -0.1519 -1.39
C 1.8162 0.3475 0.0713 1.10
O 1.3601 1.2401 -0.6226 -0.63
O 1.1666 -0.2572 1.0336 -0.89
H 4.6872 -7.1106 -0.4057 0.40
H 3.0537 -8.1113 -1.9844 0.37
H 1.3736 -6.6575 -3.0838 0.43
H 3.4839 -2.6820 -0.2070 0.20
H 3.6115 -3.1550 -3.7630 0.51
H 3.9787 -1.3333 -5.3553 0.41
H 4.0050 1.0223 -4.5646 0.40
H 3.7094 1.4911 -2.1552 0.41
H 3.9071 0.6317 0.1261 0.44
H 3.4050 -1.0036 0.5397 0.34
C -4.4081 3.3369 -0.0202 -0.80
C -3.2648 4.3262 0.2355 -0.02
C -2.0831 3.5673 -0.3435 -0.80
O -2.3094 2.2056 0.0254 0.29
C -3.7178 1.9701 0.1043 -0.45
H -4.8077 3.4716 -1.0264 0.33
H -5.2243 3.4383 0.6926 0.34
H -3.1289 4.4774 1.3069 -0.17
H -3.4169 5.2935 -0.2404 0.47
H -1.1120 3.8711 0.0446 0.26
H -2.0690 3.6553 -1.4385 0.39
H -3.9252 1.4953 1.0660 0.27
H -4.0146 1.2864 -0.6988 0.24
```

Properties
- LUMO (spin up / spin down) (hartree) = -0.0507 / -0.0582
- energy (a.u.) = -13539.265301
- spin multiplicity = 2
- net charge = 0
- frontier orbital gap (spin up / spin down) (Ha) = 0.2308 / 0.2202
- E_HOMO (spin up / spin down) (Ha) = -0.28151 / -0.27846

---

(2)
ORCA calculation (ωB97M-V/def2-TZVPD) on an isolated molecule of C13H24N4O5.

Geometry as XYZ:
```
46
Properties=species:S:1:pos:R:3:mulliken_charge:R:1
C -1.2575 0.8876 -3.7278 -1.10
N -0.8845 0.7725 -2.3517 0.06
C -1.2594 -0.2058 -1.5348 0.09
O -2.0446 -1.0961 -1.8955 -0.74
C -0.5724 -0.2531 -0.1763 0.20
C 0.2078 -1.5606 -0.1168 -1.40
C 0.9187 -1.8299 1.2059 -0.53
C 0.0484 -1.7898 2.4506 -0.44
C 0.9014 -2.1703 3.6957 -0.89
N 1.7572 -1.0254 4.1615 -0.14
N 0.3796 0.8553 0.0456 0.60
C 0.1116 2.1319 0.3617 0.14
O -1.0056 2.6010 0.2437 -0.71
C 1.3565 3.0048 0.7455 0.13
C 1.4900 3.1555 2.2729 -1.29
C 1.6192 1.7609 2.9673 0.98
O 2.5846 1.0094 2.6132 -0.92
O 0.8052 1.4865 3.8489 -0.83
N 2.5923 2.4976 0.1292 -0.28
C 2.6853 2.2572 -1.1668 0.82
C 3.9410 1.6217 -1.6963 -1.34
O 1.7479 2.4867 -1.9232 -0.71
H -1.6844 -0.0342 -4.1395 0.39
H -2.0065 1.6258 -3.8701 0.34
H -0.3864 1.1534 -4.3029 0.32
H -0.1431 1.3671 -2.0183 0.04
H -1.3784 -0.2231 0.5318 0.44
H 0.9876 -1.5417 -0.8708 0.45
H -0.4489 -2.4152 -0.3519 0.36
H 1.7462 -1.1099 1.2807 0.28
H 1.4363 -2.8080 1.1896 0.44
H -0.7732 -2.4675 2.3001 0.50
H -0.3484 -0.7827 2.5025 0.28
H 0.1310 -2.4363 4.4401 0.39
H 1.5210 -3.0202 3.4046 0.43
H 2.3899 -1.1920 4.9073 0.32
H 2.1892 -0.4960 3.4039 0.12
H 1.1903 -0.2277 4.3855 0.43
H 1.3446 0.5898 0.0501 0.05
H 1.1649 3.9949 0.3346 0.60
H 2.4113 3.7359 2.4728 0.39
H 0.6607 3.7028 2.7220 0.42
H 3.3433 2.2354 0.7778 0.27
H 4.8208 2.1253 -1.3144 0.38
H 4.0014 0.5419 -1.4943 0.26
H 3.9103 1.6946 -2.7882 0.38
```

Properties
- LUMO (hartree) = 0.0055
- energy (a.u.) = -1105.068560
- net charge = 0
- frontier orbital gap (Ha) = 0.3338
- E_HOMO (Ha) = -0.32829
- SMILES = CNC(=O)[C@@H](CCCC[NH3+])NC(=O)[C@@H](CC(=O)[O-])NC(C)=O

---

(3)
ORCA calculation (ωB97M-V/def2-TZVPD) on a structure of composition C3H8OSi.

Geometry as XYZ:
```
13
Properties=species:S:1:pos:R:3:mulliken_charge:R:1
C -1.3445 -1.2539 0.0990 -0.69
C -0.1256 -0.8725 0.1539 0.58
C 1.0250 -0.8826 1.1337 -0.97
O 0.5707 0.1372 -1.2474 -0.43
Si -0.0800 1.6378 -1.2417 0.55
H -1.9792 -0.8895 -0.6162 0.32
H -1.6979 -1.8098 0.9255 0.26
H 1.1187 0.0675 1.6759 0.25
H 0.9803 -1.6916 1.8146 0.39
H 2.0236 -0.8612 0.5472 0.27
H 0.9595 2.4080 -1.7069 -0.19
H -1.3258 1.9902 -1.7535 -0.17
H -0.1247 2.0205 0.2161 -0.17
```

Properties
- LUMO (hartree) = 0.0289
- energy (a.u.) = -483.740857
- net charge = 0
- frontier orbital gap (Ha) = 0.4028
- E_HOMO (Ha) = -0.37391

---

(4)
ORCA calculation (ωB97M-V/def2-TZVPD) on a structure of composition C15H17NS2V.

Geometry as XYZ:
```
36
Properties=species:S:1:pos:R:3:mulliken_charge:R:1
C 1.0087 -1.8488 -1.8960 -0.25
C 0.1542 1.6916 -2.0068 0.00
C -0.4643 -1.7952 -1.7950 -0.52
H 1.1946 -2.4498 -2.7856 0.38
C -1.1320 1.5815 -1.6609 -0.63
H 0.7808 2.4730 -1.5545 0.33
H -0.9174 -2.7448 -1.4584 0.35
H -1.5436 2.3688 -1.0306 0.50
C -1.3301 -0.8840 -2.5308 -0.83
H -2.1659 -1.4924 -2.9161 0.48
H -0.7426 -0.6221 -3.4036 0.14
C 1.6666 -0.4811 -2.1527 0.02
H 2.5204 -0.6943 -2.8141 0.26
H 2.0289 -0.1172 -1.1691 0.15
C 0.9366 0.7213 -2.8340 -1.43
H 0.3871 0.3470 -3.7008 0.55
H 1.7286 1.3339 -3.3007 0.43
C -2.0121 0.4247 -2.0002 -0.43
H -2.7410 0.6825 -2.7943 0.37
H -2.5947 0.1566 -1.1167 0.30
V 2.0769 -1.8084 0.1324 -0.20
H 1.6638 -2.6213 -1.1470 0.36
S 2.2361 -3.1974 1.8876 -0.46
C 1.3928 -1.8301 2.4683 0.77
N 0.7642 -0.9022 1.6943 -0.32
C 0.1564 0.0985 2.4931 -0.74
C -0.6100 1.2156 2.1048 -0.03
C -1.1482 2.0717 3.0655 -0.64
C -0.8958 1.8657 4.4321 -0.35
C -0.1532 0.7694 4.8591 -0.66
C 0.3727 -0.0718 3.8820 0.79
S 1.2344 -1.5639 4.1583 -0.23
H -0.7572 1.3563 1.0485 0.46
H -1.7930 2.8982 2.7604 0.38
H -1.3053 2.5534 5.1744 0.35
H 0.0025 0.5150 5.9074 0.35
```

Properties
- LUMO (spin up / spin down) (hartree) = 0.0056 / 0.0030
- energy (a.u.) = -2376.696653
- spin multiplicity = 4
- net charge = 0
- frontier orbital gap (spin up / spin down) (Ha) = 0.2607 / 0.2049
- E_HOMO (spin up / spin down) (Ha) = -0.25508 / -0.20190

---

For each record above, in turn, the calculated ΔE to the lowest compared entry with this formula, charge and spin values are 0.791; 0.000; 2.769; 4.530 eV.
For each record above, in turn, the calculated largest force on an atom values are 0.03531; 0.04855; 0.11052; 0.05211 Eh/bohr.